one.
C4H14N3 | ωB97M-V/def2-TZVPD

Geometry as ORCA input:
```
! wB97M-V def2-TZVPD RIJCOSX def2/J DEFGRID3
* xyz 1 1
C 0.733 -1.602 -0.866
N 1.164 -0.886 0.357
C 2.638 -0.824 0.474
H 1.257 -1.168 -1.718
H 0.990 -2.657 -0.812
H -0.331 -1.439 -1.025
H 0.814 -1.398 1.163
H 3.053 -1.826 0.560
H 2.908 -0.264 1.362
H 3.055 -0.356 -0.411
C -2.196 0.914 0.329
C -1.164 1.407 -0.346
N 0.149 1.498 0.305
N -3.513 0.913 -0.105
H -2.064 0.594 1.356
H -1.177 1.670 -1.391
H 0.016 1.844 1.254
H 0.670 0.339 0.358
H 0.720 2.216 -0.134
H -3.640 0.784 -1.101
H -4.082 0.241 0.391
*
```

Results
- gap between HOMO and LUMO (eV) = 9.450

***

two.
C4H14N3 | ωB97M-V/def2-TZVPD

Geometry as ORCA input:
```
! wB97M-V def2-TZVPD RIJCOSX def2/J DEFGRID3
* xyz 1 1
C 2.005 1.986 -0.740
C 0.263 2.492 0.891
N 0.778 2.626 -0.267
H 2.761 2.755 -0.879
H 1.786 1.467 -1.670
H 2.328 1.266 0.006
H 0.750 1.862 1.615
H -0.633 3.053 1.123
H 0.264 3.184 -0.942
C -0.960 -2.818 -0.897
N -1.166 -2.386 0.487
C -1.224 -0.945 0.618
N 0.112 -0.335 0.731
H -0.974 -3.904 -0.927
H -1.739 -2.434 -1.572
H 0.005 -2.466 -1.264
H -2.035 -2.776 0.821
H -1.770 -0.695 1.528
H -1.756 -0.484 -0.230
H 0.525 -0.713 1.580
H 0.679 -0.735 -0.011
*
```

Results
- gap between HOMO and LUMO (eV) = 7.669

***

one is favored, and the nearest alternative lies 16.7 kcal/mol above it.